# 1
C5H11N3O in the gas phase in a non-equilibrium geometry. Source: the Open Molecules 2025 dataset; level of theory: the ωB97M-V functional and the def2-TZVPD basis.

The geometry in XYZ format:
```
20
Properties=species:S:1:pos:R:3
C 0.078 0.056 1.968
C -1.994 0.568 -0.777
N 1.290 -0.731 1.747
C 0.559 -0.140 -0.603
C -0.601 0.952 -0.343
N 1.837 0.502 -0.725
N 0.344 -1.057 -1.700
C 0.348 -0.884 0.692
O -0.284 2.105 -0.130
H 1.380 -1.546 2.343
H 1.775 1.500 -0.545
H 2.491 0.123 -0.048
H 1.010 -0.894 -2.446
H -0.575 -1.017 -2.120
H 0.306 1.106 2.104
H -0.668 -0.323 2.659
H -0.301 -1.755 0.631
H -2.240 -0.447 -0.471
H -2.708 1.282 -0.372
H -2.048 0.600 -1.866
```

The calculation puts the energy relative to the best compared isomer or geometry (same formula, charge and spin) at 55.4 kcal/mol. For the HOMO-LUMO gap, the calculation gives 9.8 eV. The SMILES is CC(=O)C(N)(N)[C@@H]1CN1. The value obtained for the total energy is -11879.3690 eV.



# 2
C5H11N3O2S in the gas phase in a non-equilibrium geometry. Source: the Open Molecules 2025 dataset; level of theory: the ωB97M-V functional and the def2-TZVPD basis.

The geometry in XYZ format:
```
22
Properties=species:S:1:pos:R:3
C 1.190 0.263 1.667
C 2.177 1.277 2.177
C -0.210 -0.960 -1.794
C -2.317 0.192 -1.047
C -1.221 -0.834 -0.676
N 0.275 0.506 0.787
N 0.987 -0.938 2.350
N -0.582 -0.577 0.591
O 0.871 -2.766 0.584
O -0.859 -2.632 2.219
S 0.027 -1.916 1.366
H 1.536 2.035 2.897
H 2.444 1.846 1.375
H 3.007 0.733 2.622
H 0.397 0.039 -2.000
H 0.500 -1.668 -1.377
H -0.705 -1.115 -2.709
H -1.890 1.191 -1.087
H -3.010 0.377 -0.333
H -2.841 -0.090 -1.857
H -1.924 -1.704 -0.574
H 1.610 -1.383 2.943
```

The calculation puts the energy relative to the best compared isomer or geometry (same formula, charge and spin) at 36.4 kcal/mol. For the HOMO-LUMO gap, the calculation gives 9.6 eV. The SMILES is CC1=NN(C(C)C)S(=O)(=O)N1. The value obtained for the total energy is -24761.2454 eV.



# 3
2 unconnected molecules or ions with the total composition C5H11N3O3 in a non-equilibrium geometry. Source: the Open Molecules 2025 dataset; level of theory: the ωB97M-V functional and the def2-TZVPD basis.

The geometry in XYZ format:
```
22
Properties=species:S:1:pos:R:3
C 3.278 -0.818 -0.514
C 1.960 -1.299 0.101
C 0.937 -0.175 0.084
C -3.664 2.086 0.189
C -1.976 0.621 -0.831
H 3.860 -2.534 -1.185
H 3.715 -0.060 0.147
H 3.074 -0.358 -1.494
H 1.554 -2.097 -0.550
H 1.512 -1.285 1.963
H 0.792 0.308 -0.891
H -4.150 2.149 1.977
H -3.765 2.458 -0.845
H -2.511 0.667 1.163
H -2.246 1.141 -1.761
H -0.976 -0.699 0.071
N -4.361 2.558 1.106
N -2.695 1.078 0.256
N -1.090 -0.289 -0.863
O 4.234 -1.846 -0.618
O 2.139 -1.775 1.398
O 0.377 0.168 1.097
```

The calculation puts the energy relative to the best compared isomer or geometry (same formula, charge and spin) at 43.5 kcal/mol. For the HOMO-LUMO gap, the calculation gives 10.1 eV. The SMILES is [H]/N=C\N/C=N\[H].O=C[C@H](O)CO. The value obtained for the total energy is -15973.9667 eV.



# 4
2 unconnected molecules or ions with the total composition C5H11N3O3 in a non-equilibrium geometry. Source: the Open Molecules 2025 dataset; level of theory: the ωB97M-V functional and the def2-TZVPD basis.

The geometry in XYZ format:
```
22
Properties=species:S:1:pos:R:3
C -2.534 1.227 -0.029
C -2.273 -0.208 -0.630
C -0.985 1.680 0.135
C -0.965 -0.572 -0.003
C -0.569 -2.038 0.023
N 3.660 0.801 0.472
N 3.387 -0.352 0.051
N -0.235 0.396 0.392
O 2.643 1.641 0.838
O 0.424 -2.210 1.115
O 4.494 -0.999 -0.523
H -3.078 2.054 -0.641
H -3.179 1.028 0.935
H -3.150 -0.820 -0.623
H -2.301 0.038 -1.698
H -0.768 2.086 -0.773
H -0.963 2.310 1.021
H 1.778 1.127 0.685
H -0.171 -2.487 -0.893
H -1.486 -2.571 0.261
H 1.116 -1.747 0.707
H 5.154 -0.384 -0.823
```

The calculation puts the energy relative to the best compared isomer or geometry (same formula, charge and spin) at 114.9 kcal/mol. For the HOMO-LUMO gap, the calculation gives 10.8 eV. The SMILES is OCC1=NCCC1.O/N=N/O. The value obtained for the total energy is -15970.8704 eV.



# 5
A molecular structure, C5H11N3O3 in a non-equilibrium geometry. Source: the Open Molecules 2025 dataset; level of theory: the ωB97M-V functional and the def2-TZVPD basis.

The geometry in XYZ format:
```
22
Properties=species:S:1:pos:R:3
C -0.150 1.878 0.517
C -0.527 0.514 0.046
C -0.502 -0.621 1.078
C -0.681 -1.970 0.310
C -0.621 -1.533 -1.271
H -1.990 2.014 1.261
H -0.336 2.547 -0.133
H 0.954 2.086 0.896
H -1.558 0.477 -0.041
H -1.226 -0.023 1.885
H 0.582 -0.629 1.582
H 0.355 -2.389 0.853
H -1.596 -2.661 0.390
H 0.194 -2.185 -1.813
H -1.676 -1.483 -1.464
H 2.472 1.181 -1.119
N -0.224 -0.059 -1.128
N 1.020 0.167 -1.103
N 1.828 -0.690 -0.524
O -0.850 2.241 1.631
O 1.427 1.590 -1.292
O 3.104 -0.451 -0.562
```

The calculation puts the energy relative to the best compared isomer or geometry (same formula, charge and spin) at 266.2 kcal/mol. For the HOMO-LUMO gap, the calculation gives 9.5 eV. The value obtained for the total energy is -15964.3115 eV.



# 6
A gas-phase ion, C5H11N4O (charge +1) in a non-equilibrium geometry. Source: the Open Molecules 2025 dataset; level of theory: the ωB97M-V functional and the def2-TZVPD basis.

The geometry in XYZ format:
```
21
Properties=species:S:1:pos:R:3
C 1.964 0.076 -0.159
C -0.738 -1.955 -0.231
C 3.433 0.312 -0.278
C -2.036 -1.387 -0.499
C -0.971 1.558 0.684
N 1.218 1.086 -0.290
N 1.499 -1.088 0.208
N 0.239 -1.205 0.064
N -0.115 0.849 -0.242
O -1.798 2.346 -0.029
H -0.417 -3.030 -0.254
H 3.988 -0.622 0.076
H 3.669 1.296 0.249
H 3.573 0.481 -1.420
H -2.880 -2.087 -0.612
H -1.950 -0.830 -1.455
H -2.124 -0.609 0.316
H -1.440 0.783 1.477
H -0.344 2.117 1.407
H -0.514 0.782 -1.152
H -1.401 3.209 -0.139
```

The calculation puts the energy relative to the best compared isomer or geometry (same formula, charge and spin) at 148.7 kcal/mol. For the HOMO-LUMO gap (spin up / spin down), the calculation gives 8.0 / 8.0 eV. The SMILES is C/C=N/N=C(C)\N=[NH+]\CO. The total charge is +1. The value obtained for the total energy is -13359.4312 eV.



# 7
2 unconnected molecules or ions with the total composition C5H11N5O2 in a non-equilibrium geometry. Source: the Open Molecules 2025 dataset; level of theory: the ωB97M-V functional and the def2-TZVPD basis.

The geometry in XYZ format:
```
23
Properties=species:S:1:pos:R:3
C 1.236 -2.336 2.308
C -0.141 -1.909 2.078
C -1.112 1.574 -1.601
C -2.364 0.966 -1.138
C -2.699 0.831 0.146
H 3.547 -3.099 2.319
H 4.111 -1.891 1.361
H 1.391 -3.196 2.952
H -0.893 -2.433 2.659
H 0.018 0.737 0.394
H 1.233 -0.477 0.750
H 0.550 2.583 -2.733
H -1.536 1.103 -3.592
H -3.046 0.626 -1.935
H -3.657 0.409 0.434
H -1.995 1.064 0.950
N 3.473 -2.115 2.095
N 2.207 -1.731 1.754
N -0.560 -0.882 1.437
N 0.241 -0.232 0.597
N -0.890 1.491 -2.933
O 0.237 2.051 -3.484
O -0.305 2.212 -0.888
```

The calculation puts the energy relative to the best compared isomer or geometry (same formula, charge and spin) at 128.2 kcal/mol. For the HOMO-LUMO gap, the calculation gives 8.6 eV. The SMILES is N/N=C\C=N\N.C=CC(=O)NO. The value obtained for the total energy is -16904.6903 eV.



# 8
A gas-phase ion, C5H11NO (charge -1) in a non-equilibrium geometry. Source: the Open Molecules 2025 dataset; level of theory: the ωB97M-V functional and the def2-TZVPD basis.

The geometry in XYZ format:
```
18
Properties=species:S:1:pos:R:3
C -1.971 1.196 0.345
N -1.653 -0.188 0.883
C -0.516 -0.905 0.412
C 0.715 -0.100 0.139
C 2.023 -0.897 0.484
C 0.754 0.298 -1.372
O -0.684 -2.107 0.476
H -2.485 1.341 -0.561
H -0.884 1.869 0.167
H -2.388 1.916 1.038
H -2.473 -0.833 1.063
H 0.495 0.812 0.903
H 1.808 -2.019 0.385
H 2.589 -0.756 -0.419
H 2.355 -0.481 1.420
H 1.838 0.395 -1.645
H 0.160 1.056 -1.821
H 0.316 -0.597 -1.896
```

The calculation puts the energy relative to the best compared isomer or geometry (same formula, charge and spin) at 47.5 kcal/mol. For the HOMO-LUMO gap (spin up / spin down), the calculation gives 2.8 / 9.5 eV. The total charge is -1. The value obtained for the total energy is -8898.1034 eV. Its spin multiplicity is 2.



# 9
A gas-phase ion, C5H11NO (charge -1) in a non-equilibrium geometry. Source: the Open Molecules 2025 dataset; level of theory: the ωB97M-V functional and the def2-TZVPD basis.

The geometry in XYZ format:
```
18
Properties=species:S:1:pos:R:3
C 1.180 1.289 1.504
C 0.517 1.493 0.144
C 0.587 0.355 -0.930
C 0.388 -0.886 -0.161
N -0.867 -1.280 0.175
C -1.920 -1.391 -0.801
O 1.420 -1.574 0.123
H 1.310 2.212 2.068
H 0.664 0.562 2.181
H 2.101 0.730 1.271
H 0.993 2.353 -0.392
H -0.536 1.802 0.244
H -0.216 0.555 -1.661
H 1.593 0.307 -1.350
H -0.822 -2.139 0.735
H -1.445 -1.400 -1.842
H -2.350 -2.394 -0.699
H -2.595 -0.593 -0.612
```

The calculation puts the energy relative to the best compared isomer or geometry (same formula, charge and spin) at 26.1 kcal/mol. For the HOMO-LUMO gap (spin up / spin down), the calculation gives 2.3 / 9.2 eV. The total charge is -1. The value obtained for the total energy is -8899.0289 eV. Its spin multiplicity is 2.



# 10
2 unconnected molecules or ions with the total composition C5H11NO in a non-equilibrium geometry. Source: the Open Molecules 2025 dataset; level of theory: the ωB97M-V functional and the def2-TZVPD basis.

The geometry in XYZ format:
```
18
Properties=species:S:1:pos:R:3
C 0.728 -2.145 0.070
N -0.012 -0.248 1.894
C -0.900 -0.542 0.819
C -0.446 -1.300 -0.198
C -0.951 -1.226 -1.548
C -1.679 -0.271 -2.153
H 1.745 -1.800 0.027
H 0.705 -2.259 1.218
H 0.680 -3.113 -0.499
H -0.603 -0.103 2.807
H 0.943 -0.381 1.737
H -1.950 -0.285 0.985
H -0.723 -2.064 -2.247
H -1.349 0.742 -1.815
H -2.500 -0.544 -2.777
H 2.292 5.102 -0.068
H 2.849 3.818 0.281
O 2.185 4.440 0.644
```

The calculation puts the energy relative to the best compared isomer or geometry (same formula, charge and spin) at 76.9 kcal/mol. For the HOMO-LUMO gap (spin up / spin down), the calculation gives 2.4 / 4.9 eV. The total charge is -1. The value obtained for the total energy is -8896.8281 eV. Its spin multiplicity is 2.